{
  "formula": "C22H23F5N2ORuSSeSi",
  "method": "ωB97M-V/def2-TZVPD",
  "species": ["Ru", "C", "Si", "C", "C", "C", "C", "C", "C", "N", "C", "S", "H", "H", "H", "H", "H", "H", "H", "H", "H", "H", "H", "H", "O", "C", "C", "C", "C", "C", "C", "C", "C", "N", "H", "H", "H", "H", "H", "H", "H", "H", "H", "H", "H", "F", "C", "C", "F", "C", "F", "C", "Se", "C", "F", "C", "F"],
  "coordinates": [[-0.79464, -1.30240, 1.22426], [5.53891, -3.38682, 2.35935], [4.61390, -1.76714, 2.30689], [4.67947, -1.03880, 0.59301], [5.28020, -0.56855, 3.57096], [2.82584, -2.16453, 2.84264], [2.63679, -2.89186, 4.02164], [1.37406, -3.21226, 4.50792], [0.27073, -2.79791, 3.79397], [0.42138, -2.10196, 2.66617], [1.65180, -1.78608, 2.20552], [1.37159, -0.82812, 0.75196], [6.58584, -3.22787, 2.09224], [5.12021, -4.10478, 1.65168], [5.52385, -3.84265, 3.35102], [5.72944, -0.92314, 0.31218], [4.21437, -0.05384, 0.53927], [4.20895, -1.68333, -0.15134], [6.32475, -0.33059, 3.35921], [5.23469, -0.98174, 4.58071], [4.71642, 0.36634, 3.56515], [3.50625, -3.21550, 4.58314], [1.24417, -3.76862, 5.42447], [-0.74094, -3.00742, 4.11552], [-1.16239, 3.67140, 0.63663], [-1.55491, 3.54156, -0.72230], [-0.55902, 2.71028, -1.52012], [-0.47307, 1.27440, -1.01540], [-1.67453, 0.40092, -1.27583], [-2.58691, 0.69838, -2.28317], [-3.62852, -0.16194, -2.57833], [-3.73544, -1.34792, -1.87557], [-2.81149, -1.59008, -0.88518], [-1.82339, -0.73596, -0.55260], [-0.49566, 4.36237, 0.70285], [-1.69504, 4.52154, -1.18587], [-2.53198, 3.05189, -0.70384], [0.42860, 3.16698, -1.41884], [-0.79245, 2.75888, -2.58494], [-0.28316, 1.30252, 0.05578], [0.38703, 0.76514, -1.46433], [-2.47330, 1.61118, -2.84479], [-4.33686, 0.08480, -3.35803], [-4.50523, -2.07663, -2.08249], [-2.85298, -2.51007, -0.31476], [-7.29846, -0.26391, 1.92612], [-5.99620, -0.06826, 2.05585], [-5.50044, 1.20469, 2.27970], [-6.33693, 2.22814, 2.36786], [-4.13226, 1.40877, 2.39560], [-3.68929, 2.64330, 2.60341], [-3.23512, 0.35727, 2.29539], [-1.34479, 0.58857, 2.46069], [-3.77388, -0.89911, 2.08673], [-2.92794, -1.97557, 1.98696], [-5.12207, -1.14066, 1.95525], [-5.57867, -2.36652, 1.72385]],
  "atomic_forces_ev_per_a": [[0.25, 0.15, 0.06], [0.00, 0.01, 0.00], [0.00, 0.00, 0.00], [0.00, 0.00, 0.00], [0.00, 0.00, 0.00], [0.02, -0.03, 0.03], [0.00, 0.02, -0.04], [-0.01, -0.01, -0.02], [-0.02, -0.07, 0.05], [0.00, 0.09, 0.02], [0.00, -0.04, 0.04], [-0.14, -0.01, -0.02], [0.00, 0.00, 0.00], [0.00, 0.00, 0.00], [0.00, 0.00, 0.00], [0.00, 0.00, 0.00], [0.00, 0.00, 0.00], [0.00, 0.00, 0.00], [0.00, 0.00, 0.00], [0.00, 0.00, 0.00], [0.00, 0.00, 0.00], [-0.02, -0.01, 0.02], [0.02, 0.00, 0.00], [-0.01, 0.03, -0.02], [0.00, -0.03, 0.00], [-0.05, 0.02, -0.02], [0.02, 0.03, 0.00], [-0.01, -0.09, 0.02], [0.01, -0.04, -0.01], [-0.02, -0.06, 0.03], [0.03, 0.12, -0.04], [0.07, -0.12, 0.06], [0.06, -0.01, 0.06], [-0.14, 0.16, -0.05], [-0.01, -0.02, 0.01], [0.02, 0.00, -0.01], [-0.01, 0.02, 0.01], [0.01, -0.03, 0.01], [-0.02, -0.01, -0.04], [0.00, 0.02, -0.02], [-0.02, 0.02, -0.03], [0.01, 0.04, -0.02], [0.01, 0.00, -0.01], [-0.01, 0.01, 0.00], [-0.04, 0.02, -0.01], [0.02, 0.01, 0.00], [-0.05, -0.06, -0.02], [0.04, 0.10, 0.01], [0.02, -0.02, 0.00], [-0.01, 0.03, 0.00], [0.01, -0.01, 0.00], [-0.09, -0.13, -0.03], [0.00, -0.18, -0.07], [0.05, 0.06, 0.01], [0.03, 0.02, -0.01], [-0.03, 0.02, 0.01], [0.01, -0.01, 0.00]],
  "charge": 1,
  "lumo_energy_ev": [-4.1, -4.5],
  "de_lowest_kj_mol": 13.4,
  "max_force_ev_per_a": 0.30,
  "homo_energy_ev": [-11.19, -11.15],
  "multiplicity": 2
}

{
  "formula": "C20H20N4PSSe2Ti",
  "method": "ωB97M-V/def2-TZVPD",
  "species": ["Ti", "C", "C", "N", "N", "C", "N", "S", "C", "C", "C", "C", "C", "N", "H", "H", "H", "H", "H", "H", "H", "H", "H", "H", "Se", "P", "Se", "C", "C", "C", "C", "C", "C", "C", "C", "C", "C", "C", "C", "H", "H", "H", "H", "H", "H", "H", "H", "H", "H"],
  "coordinates": [[-0.70544, 0.82284, 1.04305], [-4.48533, 0.14251, 3.00977], [-3.40387, 0.46314, 2.02513], [-2.10568, 0.71690, 2.41546], [-1.90357, 0.84031, 3.78080], [-0.68397, 1.11968, 4.21713], [-0.49858, 1.26224, 5.53382], [0.60262, 1.31593, 3.11054], [-3.53982, 0.46442, 0.66160], [-4.78143, 0.29166, -0.03901], [-4.81342, 0.33019, -1.38289], [-3.59765, 0.55109, -2.10840], [-2.44656, 0.73047, -1.44137], [-2.36087, 0.69513, -0.05250], [-4.14444, -0.57212, 3.76524], [-5.32530, -0.33385, 2.51417], [-4.87485, 1.02559, 3.52752], [-2.70379, 0.79461, 4.39182], [-1.22179, 1.07197, 6.20648], [0.43255, 1.42284, 5.87556], [-5.69293, 0.14921, 0.52291], [-5.75009, 0.20700, -1.91006], [-3.59128, 0.58832, -3.18850], [-1.51801, 0.91636, -1.96194], [0.87690, 2.02935, -0.44781], [1.45482, -0.10508, -0.62805], [0.17003, -1.46052, 0.52006], [1.37838, -0.51813, -2.37695], [0.48647, -1.45931, -2.87683], [0.47668, -1.73808, -4.23860], [1.35207, -1.08218, -5.08832], [2.24489, -0.13957, -4.58747], [2.25885, 0.14598, -3.23510], [3.16296, -0.30103, -0.11322], [3.75863, -1.53815, -0.36916], [5.07087, -1.75754, 0.00543], [5.78979, -0.74796, 0.63764], [5.19830, 0.47839, 0.89316], [3.87990, 0.70811, 0.51683], [-0.19820, -1.96941, -2.21300], [-0.21468, -2.47223, -4.63037], [1.34476, -1.30579, -6.14711], [2.92984, 0.36941, -5.25259], [2.95692, 0.87909, -2.84664], [3.20149, -2.32577, -0.86379], [5.53596, -2.71340, -0.19593], [6.81747, -0.92251, 0.92854], [5.76146, 1.26252, 1.38169], [3.41896, 1.66735, 0.71127]],
  "atomic_forces_ev_per_a": [[0.23, 0.10, -0.25], [0.04, 0.12, 0.10], [0.10, -0.10, 0.33], [-0.39, -0.29, 0.16], [0.16, 0.03, -0.35], [0.05, 0.04, 0.13], [0.12, -0.02, -0.01], [-0.35, 0.09, 0.14], [-0.12, 0.11, -0.45], [0.15, -0.04, 0.17], [0.08, 0.02, -0.28], [-0.33, -0.06, -0.12], [0.28, -0.01, 0.50], [-0.43, 0.06, 0.21], [0.01, -0.03, -0.03], [-0.01, 0.03, -0.03], [0.01, 0.01, -0.01], [-0.06, 0.00, 0.05], [-0.01, 0.01, 0.00], [0.01, 0.02, 0.00], [0.03, -0.01, 0.03], [0.05, 0.01, -0.03], [-0.03, 0.00, 0.02], [0.05, 0.01, 0.02], [0.10, -0.12, 0.00], [0.11, -0.07, -0.15], [0.00, 0.15, -0.07], [0.05, -0.06, -0.12], [-0.01, 0.03, -0.05], [-0.01, 0.01, 0.05], [0.02, 0.01, -0.02], [-0.03, -0.02, -0.01], [0.02, -0.01, 0.03], [0.15, -0.01, 0.00], [0.01, -0.01, -0.01], [0.01, 0.02, 0.02], [0.01, -0.03, -0.01], [-0.05, 0.01, -0.01], [0.04, -0.04, 0.03], [0.00, -0.02, 0.02], [0.00, 0.01, 0.01], [0.00, 0.00, 0.01], [-0.01, -0.01, 0.01], [-0.01, -0.01, 0.01], [-0.01, 0.01, 0.00], [-0.01, 0.01, 0.00], [-0.01, 0.01, 0.00], [-0.01, -0.01, -0.01], [-0.01, 0.01, 0.00]],
  "charge": 1,
  "lumo_energy_ev": [-3.2, -3.2],
  "de_lowest_kj_mol": 0.0,
  "max_force_ev_per_a": 0.57,
  "homo_energy_ev": [-9.22, -9.23],
  "multiplicity": 1
}

{
  "formula": "C8H10N2O2",
  "method": "ωB97M-V/def2-TZVPD",
  "species": ["C", "C", "C", "C", "C", "C", "C", "C", "N", "N", "O", "O", "H", "H", "H", "H", "H", "H", "H", "H", "H", "H"],
  "coordinates": [[-1.23964, -0.34691, 1.17429], [-1.28446, 0.86508, -0.92505], [-2.55926, -0.06928, 1.22641], [-2.66958, 0.85694, -0.84937], [-0.56334, 0.19087, 0.09716], [1.54289, -1.56947, 0.84206], [1.34441, -0.06197, -1.52358], [0.89047, 0.00471, -0.13563], [-3.33222, 0.38906, 0.25780], [1.76731, 0.96501, 0.48637], [2.96999, 0.77203, 0.35685], [1.33554, 1.98989, 1.02451], [-0.63869, -0.66099, 2.07260], [-0.72177, 1.36665, -1.72852], [-3.15366, -0.41222, 2.17552], [-3.25643, 1.30202, -1.64314], [2.45739, -1.88561, 0.35859], [1.79659, -1.00456, 1.88634], [0.81812, -2.25139, 0.63308], [1.05480, -0.96274, -2.21247], [2.35891, -0.32857, -1.55516], [1.08262, 0.85147, -2.01867]],
  "atomic_forces_ev_per_a": [[2.74, 1.03, 0.88], [0.30, -0.56, 0.62], [-3.69, -1.69, 2.60], [-0.05, -0.04, 1.30], [-0.28, 0.52, -1.45], [1.55, 6.30, 0.36], [-0.69, -2.76, -2.90], [0.90, -4.34, 2.48], [0.97, 0.92, -1.63], [1.75, 2.93, 0.90], [-0.42, -0.07, 0.34], [-0.36, -1.37, -0.36], [-1.02, -0.12, -1.13], [-0.76, -0.41, 0.37], [1.14, 0.76, -1.73], [-0.19, -0.11, 0.10], [0.26, 0.40, -0.08], [-1.07, -2.27, -2.35], [-2.34, -1.86, 0.54], [-0.84, 1.56, 1.59], [1.70, 0.79, 0.17], [0.41, 0.41, -0.64]],
  "lumo_energy_ev": -0.1,
  "de_lowest_kj_mol": 592.5,
  "max_force_ev_per_a": 6.50,
  "homo_energy_ev": -10.10,
  "multiplicity": 1
}

{
  "formula": "CHN3O3",
  "method": "ωB97M-V/def2-TZVPD",
  "species": ["C", "N", "N", "N", "O", "O", "O", "H"],
  "coordinates": [[1.83289, -0.39218, 0.04585], [2.83152, 0.15124, 0.28435], [-0.84810, -0.58854, 0.02467], [-0.99270, 0.69651, 0.04040], [-2.18753, 1.02034, 0.13448], [-0.02901, 1.46938, 0.11334], [0.99571, -1.17634, -0.30083], [-1.60278, -1.18041, -0.34226]],
  "atomic_forces_ev_per_a": [[-0.63, -0.80, -0.39], [2.12, 1.66, 0.77], [0.65, -1.67, 1.15], [-0.59, 2.85, 0.26], [0.80, -0.07, -0.26], [-1.25, -1.43, -0.31], [-1.49, -1.09, -0.73], [0.38, 0.54, -0.48]],
  "lumo_energy_ev": [-3.1, -3.6],
  "de_lowest_kj_mol": 429.2,
  "max_force_ev_per_a": 2.92,
  "homo_energy_ev": [-11.69, -11.46],
  "multiplicity": 1
}